{
  "formula": "C39H65Br2N12PTi",
  "method": "the ωB97M-V functional and the def2-TZVPD basis",
  "e_above_lowest_kcal_mol": 0.00,
  "homo_ev": [-10.858, -12.831],
  "gap_ev": [5.81, 7.66],
  "multiplicity": 3,
  "charge": 2,
  "species": ["Br", "Br", "Ti", "P", "N", "N", "N", "N", "N", "N", "N", "N", "N", "N", "N", "N", "C", "C", "C", "C", "C", "C", "C", "C", "C", "C", "C", "C", "C", "C", "C", "C", "C", "C", "C", "C", "C", "C", "C", "C", "C", "C", "C", "C", "C", "C", "C", "C", "C", "C", "C", "C", "C", "C", "C", "H", "H", "H", "H", "H", "H", "H", "H", "H", "H", "H", "H", "H", "H", "H", "H", "H", "H", "H", "H", "H", "H", "H", "H", "H", "H", "H", "H", "H", "H", "H", "H", "H", "H", "H", "H", "H", "H", "H", "H", "H", "H", "H", "H", "H", "H", "H", "H", "H", "H", "H", "H", "H", "H", "H", "H", "H", "H", "H", "H", "H", "H", "H", "H", "H"],
  "positions_angstrom": [[2.16, 2.27, 5.92], [-3.97, -2.28, 4.40], [0.00, 0.65, -0.37], [1.89, -2.04, 1.28], [-1.80, -1.22, -4.24], [-1.20, -0.51, 1.12], [3.56, -0.95, -1.46], [-2.00, 1.88, -0.18], [-4.25, 1.86, 0.53], [-1.62, -2.33, -2.23], [-0.49, -0.30, -2.49], [0.69, 1.28, 1.61], [-0.02, 2.48, -1.97], [-2.53, 2.32, 2.04], [2.32, 1.03, -1.10], [4.68, 1.04, -1.13], [0.13, 0.70, 2.69], [-1.52, 3.35, 2.24], [-3.36, 2.06, 3.20], [-2.91, 2.01, 0.76], [1.04, -2.62, 2.80], [1.67, 2.16, 1.83], [-4.73, 1.02, -0.55], [3.47, 0.39, -1.22], [3.35, -1.19, 1.99], [1.41, -2.24, 4.09], [-2.24, -1.29, 0.80], [-2.38, 2.46, -1.48], [-0.32, -3.63, 5.03], [-2.31, -0.02, -4.86], [0.73, -2.74, 5.19], [4.82, -1.67, -1.30], [2.14, 2.50, 3.08], [-0.02, -3.51, 2.65], [2.45, 2.41, -1.63], [-1.21, 3.34, -1.84], [2.60, -3.68, 0.81], [-0.69, -4.03, 3.75], [0.02, 1.97, -3.36], [-1.82, -2.40, -5.09], [1.17, 3.22, -1.59], [1.56, 1.89, 4.18], [-2.84, -1.58, 3.07], [5.70, 0.94, -2.16], [2.55, -1.67, -2.22], [-3.10, -1.83, 1.74], [-2.89, -3.01, -2.42], [4.97, 1.95, -0.05], [0.31, 0.48, -3.44], [0.53, 0.98, 3.99], [-0.70, -3.02, -1.35], [-0.99, -0.24, 2.42], [-1.76, -0.80, 3.43], [-1.26, -1.24, -2.98], [-5.27, 2.68, 1.17], [-3.92, 0.38, -0.91], [1.82, -4.30, 0.38], [1.57, -1.24, -2.05], [2.81, 2.36, -2.66], [5.34, 0.37, -3.01], [-5.55, 0.40, -0.18], [0.07, -2.34, -0.98], [4.17, 1.92, 0.69], [3.04, -0.27, 2.48], [-0.83, -4.03, 5.89], [1.04, -2.45, 6.19], [2.94, 3.22, 3.19], [-1.27, -3.21, -4.62], [0.99, 3.60, -0.57], [2.24, -1.57, 4.25], [0.16, 0.15, -4.47], [-4.81, 3.48, 1.74], [-0.89, 3.42, 1.36], [1.36, 0.32, -3.21], [-3.91, 2.95, 3.53], [4.60, -2.70, -1.02], [-0.95, 2.17, -3.82], [-3.34, -3.22, -1.44], [5.90, 1.65, 0.44], [5.10, 2.98, -0.39], [5.42, -1.21, -0.52], [-5.89, 3.14, 0.39], [-3.30, 3.05, -1.42], [3.02, -4.19, 1.66], [-0.89, 3.09, 3.10], [-5.91, 2.09, 1.82], [-1.56, -0.61, 4.47], [-0.32, -3.84, 1.66], [2.53, -2.71, -1.91], [-1.98, 4.32, 2.45], [-1.65, 0.38, -5.63], [5.95, 1.94, -2.51], [-2.72, 1.74, 4.02], [-5.10, 1.61, -1.39], [3.19, 3.02, -1.09], [-1.33, -2.18, -6.04], [-1.04, 4.04, -1.01], [-0.24, -3.87, -1.86], [5.39, -1.70, -2.23], [-1.25, -3.40, -0.48], [0.76, 2.53, -3.94], [-1.36, 3.93, -2.75], [3.92, -1.80, 2.69], [-3.94, -2.44, 1.43], [1.31, 4.11, -2.22], [4.01, -0.91, 1.17], [-2.52, 1.69, -2.24], [-3.58, -2.39, -2.99], [2.78, -1.64, -3.29], [-4.07, 1.26, 2.99], [-2.77, -3.97, -2.93], [-3.27, -0.24, -5.33], [-1.49, -4.74, 3.61], [-2.84, -2.74, -5.30], [3.37, -3.55, 0.05], [-2.47, 0.75, -4.10], [2.11, 2.61, 0.95], [-2.39, -1.46, -0.26], [6.62, 0.47, -1.78], [0.08, 0.49, 4.83]],
  "lowdin_spin": [0.01, 0.00, 1.71, 0.01, 0.00, 0.02, 0.00, 0.00, 0.00, 0.00, 0.01, 0.02, 0.01, 0.00, 0.00, 0.00, 0.03, 0.00, 0.00, 0.00, 0.00, 0.03, 0.00, 0.01, 0.00, 0.00, 0.01, 0.00, 0.00, 0.00, 0.00, 0.00, 0.00, 0.00, 0.00, 0.00, 0.00, 0.00, 0.00, 0.00, 0.01, 0.03, 0.01, 0.00, 0.00, 0.00, 0.00, 0.00, 0.00, 0.00, 0.00, 0.01, 0.00, 0.01, 0.00, 0.00, 0.00, 0.00, 0.00, 0.00, 0.00, 0.00, 0.00, 0.00, 0.00, 0.00, 0.00, 0.00, 0.00, 0.00, 0.00, 0.00, 0.00, 0.00, 0.00, 0.00, 0.00, 0.00, 0.00, 0.00, 0.00, 0.00, 0.00, 0.00, 0.00, 0.00, 0.00, 0.00, 0.00, 0.00, 0.00, 0.00, 0.00, 0.00, 0.00, 0.00, 0.00, 0.00, 0.00, 0.00, 0.00, 0.00, 0.00, 0.00, 0.00, 0.00, 0.00, 0.00, 0.00, 0.00, 0.00, 0.00, 0.00, 0.00, 0.00, 0.00, 0.00, 0.00, 0.00, 0.00]
}